{
  "formula": "C16H25N3O",
  "method": "ωB97M-V/def2-TZVPD",
  "symbols": ["O", "C", "N", "H", "C", "C", "C", "C", "C", "H", "H", "C", "C", "H", "H", "H", "H", "H", "H", "H", "H", "H", "H", "H", "C", "N", "C", "C", "C", "N", "C", "C", "C", "H", "C", "H", "H", "H", "H", "H", "H", "H", "H", "H", "H"],
  "positions_angstrom": [[3.612, 0.109, 1.831], [2.404, 0.218, 1.803], [1.543, -0.706, 1.366], [0.562, -0.433, 1.310], [1.943, -1.926, 0.696], [1.878, -1.741, -0.827], [0.503, -1.358, -1.373], [-0.644, -2.221, -0.848], [-0.336, -3.718, -0.814], [-1.270, -4.235, -0.584], [-0.035, -4.035, -1.815], [0.737, -4.158, 0.204], [1.110, -3.102, 1.243], [1.683, -3.589, 2.035], [0.202, -2.716, 1.707], [0.366, -5.034, 0.741], [1.643, -4.475, -0.313], [-1.510, -2.072, -1.499], [-0.938, -1.882, 0.145], [0.291, -0.314, -1.133], [0.546, -1.437, -2.462], [2.223, -2.657, -1.304], [2.588, -0.954, -1.093], [2.998, -2.076, 0.955], [1.688, 1.477, 2.347], [0.659, 1.943, 1.464], [0.637, 3.082, 0.742], [-0.525, 3.070, 0.001], [-1.151, 1.860, 0.344], [-0.423, 1.191, 1.226], [-2.442, 1.397, -0.233], [-3.153, 2.587, -0.881], [-2.195, 3.367, -1.783], [-2.747, 4.115, -2.354], [-1.107, 4.054, -0.954], [-0.330, 4.465, -1.604], [-1.543, 4.890, -0.397], [-1.731, 2.677, -2.491], [-4.006, 2.231, -1.462], [-3.532, 3.253, -0.102], [-3.062, 0.944, 0.542], [-2.245, 0.628, -0.987], [1.428, 3.802, 0.804], [1.248, 1.216, 3.316], [2.429, 2.265, 2.489]],
  "lowdin_charge": [0.059, -0.476, 0.101, 0.096, -0.289, -0.139, -0.190, -0.215, -0.190, 0.104, 0.110, -0.197, -0.147, 0.113, 0.108, 0.104, 0.103, 0.107, 0.096, 0.091, 0.112, 0.108, 0.120, 0.144, -0.028, -0.149, 0.010, -0.165, -0.251, 0.110, -0.130, -0.193, -0.197, 0.108, -0.152, 0.115, 0.118, 0.118, 0.109, 0.118, 0.118, 0.109, 0.129, 0.135, 0.131],
  "total_charge": 0,
  "relative_energy_kcal_mol": 9.6,
  "homo_ev": -8.81,
  "spin_multiplicity": 1,
  "smiles": "O=C(Cn1cc2c(n1)CCCC2)NC1CCCCCC1",
  "homo_lumo_gap_ev": 9.7
}

{
  "formula": "C16H25N5O2",
  "method": "ωB97M-V/def2-TZVPD",
  "symbols": ["C", "C", "C", "C", "H", "C", "N", "C", "N", "C", "C", "C", "O", "N", "C", "O", "N", "C", "H", "H", "H", "C", "H", "H", "H", "N", "C", "H", "C", "H", "C", "C", "H", "H", "H", "H", "H", "H", "H", "H", "H", "H", "H", "H", "H", "H", "H", "H"],
  "positions_angstrom": [[-5.247, -3.398, 0.027], [-4.188, -2.306, -0.069], [-2.821, -2.886, -0.430], [-1.747, -1.826, -0.668], [-0.856, -2.311, -1.070], [-1.340, -1.106, 0.620], [-0.364, -0.072, 0.375], [-0.468, 1.283, 0.322], [0.713, 1.881, 0.153], [1.609, 0.877, 0.079], [0.989, -0.352, 0.202], [1.711, -1.577, 0.166], [1.274, -2.711, 0.271], [3.084, -1.356, -0.020], [3.735, -0.141, -0.154], [4.936, -0.061, -0.315], [2.951, 0.991, -0.102], [3.580, 2.288, -0.223], [4.312, 2.256, -1.029], [4.094, 2.548, 0.704], [2.800, 3.015, -0.430], [3.904, -2.555, -0.071], [3.809, -3.102, 0.867], [3.558, -3.196, -0.882], [4.935, -2.255, -0.234], [-1.604, 2.002, 0.502], [-2.920, 1.567, 0.047], [-2.824, 0.888, -0.804], [-3.657, 2.851, -0.358], [-4.264, 3.211, 0.473], [-2.531, 3.840, -0.642], [-1.506, 3.454, 0.418], [-1.778, 3.879, 1.391], [-0.485, 3.737, 0.173], [-2.118, 3.674, -1.637], [-2.849, 4.877, -0.559], [-4.307, 2.689, -1.215], [-3.459, 1.052, 0.847], [-2.198, -0.666, 1.125], [-0.874, -1.837, 1.286], [-2.101, -1.103, -1.408], [-2.925, -3.479, -1.341], [-2.487, -3.557, 0.363], [-4.486, -1.580, -0.830], [-4.133, -1.783, 0.887], [-6.213, -2.973, 0.291], [-5.348, -3.916, -0.924], [-4.973, -4.127, 0.785]],
  "lowdin_charge": [-0.116, -0.277, -0.215, -0.176, 0.107, -0.129, 0.058, -0.283, 0.186, -0.218, -0.065, -0.379, 0.058, 0.030, -0.443, 0.070, 0.013, -0.005, 0.094, 0.100, 0.081, -0.009, 0.098, 0.097, 0.086, -0.036, -0.147, 0.113, -0.162, 0.111, -0.162, -0.152, 0.125, 0.104, 0.116, 0.110, 0.109, 0.112, 0.104, 0.135, 0.105, 0.115, 0.120, 0.108, 0.098, 0.067, 0.071, 0.073],
  "total_charge": 0,
  "relative_energy_kcal_mol": 4.4,
  "homo_ev": -7.57,
  "spin_multiplicity": 1,
  "smiles": "CCCCCn1c(N2CCCC2)nc2c1c(=O)n(C)c(=O)n2C",
  "homo_lumo_gap_ev": 8.2
}

{
  "formula": "C16H25NO",
  "method": "ωB97M-V/def2-TZVPD",
  "symbols": ["C", "C", "C", "C", "C", "C", "C", "H", "H", "H", "O", "C", "C", "H", "H", "C", "N", "C", "C", "H", "C", "H", "C", "C", "H", "C", "H", "H", "H", "H", "H", "H", "H", "H", "H", "H", "H", "H", "H", "H", "H", "H", "H"],
  "positions_angstrom": [[-6.885, -0.630, -0.604], [-5.482, -0.040, -0.249], [-4.309, -0.680, -0.361], [-3.189, -0.276, 0.048], [-3.171, 0.873, 0.429], [-4.418, 1.703, 0.720], [-5.663, 1.135, 0.429], [-6.495, 1.875, 0.216], [-4.374, 2.820, 0.968], [-2.228, 1.442, 0.899], [-2.232, -0.874, -0.044], [-1.000, -0.512, 0.224], [0.119, -1.913, -0.076], [-0.290, -2.549, 0.526], [0.148, -1.910, -1.166], [1.440, -1.518, 0.710], [2.431, -1.063, -0.351], [3.750, -1.319, -0.166], [4.689, -0.398, 0.763], [3.894, -0.199, 1.773], [5.200, 0.748, 0.183], [5.747, 0.572, -0.428], [4.243, 1.940, -0.095], [3.173, 1.414, -1.027], [3.738, 1.011, -2.254], [2.188, 0.530, -0.643], [1.280, 0.358, -1.346], [1.797, 1.147, 0.269], [2.690, 2.218, -1.518], [4.843, 2.634, -0.483], [3.717, 2.293, 0.679], [5.878, 1.150, 0.907], [5.394, -1.123, 1.240], [4.260, -1.265, -1.236], [3.774, -2.402, -0.021], [1.974, -2.250, 0.905], [1.468, -0.866, 1.330], [-0.895, -0.355, 1.668], [-0.659, 0.345, -0.214], [-4.599, -1.648, -0.629], [-7.660, 0.020, -0.468], [-7.330, -1.410, 0.179], [-6.959, -1.028, -1.685]],
  "lowdin_charge": [-0.055, -0.271, 0.012, -0.657, -0.019, 0.000, -0.093, 0.133, 0.115, 0.155, 0.090, -0.116, 0.030, 0.020, 0.110, -0.120, -0.148, -0.271, -0.177, 0.187, -0.238, -0.021, -0.115, -0.283, 0.213, -0.185, 0.139, 0.153, 0.088, 0.076, 0.079, 0.129, 0.114, 0.146, 0.113, 0.030, 0.005, 0.223, 0.053, 0.134, 0.004, 0.119, 0.100],
  "total_charge": 0,
  "relative_energy_kcal_mol": 425.4,
  "homo_ev": -8.03,
  "spin_multiplicity": 1,
  "homo_lumo_gap_ev": 8.8
}

{
  "formula": "C16H25NO3",
  "method": "ωB97M-V/def2-TZVPD",
  "symbols": ["C", "C", "C", "C", "C", "C", "C", "O", "C", "C", "N", "C", "C", "C", "H", "H", "H", "C", "O", "O", "C", "C", "H", "H", "H", "H", "H", "H", "C", "H", "H", "H", "H", "H", "H", "H", "H", "H", "H", "H", "H", "H", "H", "H", "H"],
  "positions_angstrom": [[3.401, 4.254, -0.740], [4.412, 3.123, -0.891], [4.689, 2.751, -2.348], [3.504, 2.175, -3.127], [2.988, 0.832, -2.599], [1.800, 0.967, -1.648], [1.301, -0.387, -1.177], [1.853, -1.413, -1.517], [0.121, -0.396, -0.309], [-0.571, 0.667, 0.283], [-1.594, 0.147, 0.983], [-1.610, -1.224, 0.878], [-0.544, -1.597, 0.079], [-0.174, -2.980, -0.302], [0.816, -3.218, 0.084], [-0.902, -3.682, 0.092], [-0.116, -3.068, -1.386], [-2.629, -2.017, 1.538], [-2.733, -3.221, 1.511], [-3.493, -1.222, 2.218], [-4.543, -1.898, 2.906], [-5.434, -0.859, 3.561], [-4.862, -0.263, 4.267], [-5.858, -0.199, 2.809], [-6.242, -1.356, 4.091], [-4.103, -2.572, 3.650], [-5.102, -2.508, 2.187], [-2.270, 0.664, 1.523], [-0.362, 2.140, 0.281], [-0.440, 2.549, -0.724], [-1.116, 2.617, 0.904], [0.619, 2.398, 0.675], [2.074, 1.552, -0.772], [0.978, 1.479, -2.153], [3.792, 0.297, -2.092], [2.672, 0.206, -3.436], [2.689, 2.900, -3.153], [3.839, 2.039, -4.158], [5.501, 2.021, -2.368], [5.041, 3.645, -2.871], [5.355, 3.438, -0.437], [4.073, 2.241, -0.344], [2.428, 3.970, -1.134], [3.280, 4.517, 0.310], [3.740, 5.137, -1.275]],
  "lowdin_charge": [-0.110, -0.266, -0.224, -0.208, -0.190, -0.130, -0.338, 0.091, -0.058, -0.218, 0.133, -0.114, -0.126, -0.019, 0.091, 0.070, 0.089, -0.424, 0.113, -0.022, -0.230, -0.067, 0.075, 0.076, 0.077, 0.129, 0.128, 0.163, -0.012, 0.082, 0.081, 0.081, 0.096, 0.127, 0.118, 0.116, 0.101, 0.106, 0.109, 0.108, 0.105, 0.094, 0.053, 0.069, 0.074],
  "total_charge": 0,
  "relative_energy_kcal_mol": 10.9,
  "homo_ev": -8.55,
  "spin_multiplicity": 1,
  "smiles": "CCCCCCC(=O)c1c(C)[nH]c(C(=O)OCC)c1C",
  "homo_lumo_gap_ev": 9.1
}

{
  "formula": "C16H25NO4",
  "method": "ωB97M-V/def2-TZVPD",
  "symbols": ["O", "O", "O", "O", "C", "C", "C", "C", "C", "C", "C", "C", "N", "C", "C", "C", "C", "C", "C", "C", "C", "H", "H", "H", "H", "H", "H", "H", "H", "H", "H", "H", "H", "H", "H", "H", "H", "H", "H", "H", "H", "H", "H", "H", "H", "H"],
  "positions_angstrom": [[0.405, -0.467, -2.022], [4.537, -0.793, -0.571], [1.752, -2.317, -0.648], [1.789, -0.219, 0.292], [-4.137, 4.552, -1.592], [-2.934, 4.064, -1.137], [-1.163, 1.169, -1.277], [-1.054, 1.977, 1.010], [-0.043, 0.353, -1.066], [0.607, 0.339, 0.131], [-1.624, 1.977, -0.275], [0.167, 1.314, 1.164], [1.028, 0.187, 3.204], [1.378, 0.194, -2.828], [-2.982, 2.696, -0.387], [-0.235, -0.501, 3.625], [2.161, 0.359, 4.153], [0.924, 1.459, 2.535], [4.465, -1.964, 0.155], [1.808, -1.590, 0.564], [3.285, -1.857, 1.081], [3.793, -0.596, -1.056], [1.266, -1.741, -1.290], [-4.073, 5.485, -2.109], [-5.087, 4.045, -1.567], [-2.032, 4.715, -1.197], [-1.821, 1.044, -2.145], [-1.495, 2.565, 1.766], [2.413, -0.304, -2.727], [1.567, 1.290, -2.515], [1.043, 0.244, -3.885], [-3.381, 2.665, 0.583], [-3.671, 1.969, -0.928], [-1.049, -0.479, 2.943], [-0.635, -0.126, 4.567], [0.104, -1.598, 3.809], [3.080, 0.501, 3.664], [1.987, 1.128, 4.924], [2.192, -0.536, 4.711], [1.924, 1.835, 2.333], [0.502, 2.249, 3.218], [5.440, -2.243, 0.703], [4.178, -2.838, -0.369], [1.095, -1.930, 1.362], [3.555, -1.118, 1.808], [3.312, -2.815, 1.629]],
  "lowdin_charge": [-0.106, -0.014, -0.001, 0.017, -0.008, -0.123, 0.045, 0.002, -0.271, -0.176, -0.231, -0.038, -0.253, -0.043, -0.159, -0.061, -0.082, -0.169, -0.283, -0.329, -0.110, 0.014, 0.071, 0.032, 0.052, 0.106, 0.140, 0.103, 0.111, 0.135, 0.098, 0.083, 0.132, 0.059, 0.067, 0.109, 0.062, 0.089, 0.062, 0.115, 0.129, 0.153, 0.091, 0.162, 0.093, 0.122],
  "total_charge": 0,
  "relative_energy_kcal_mol": 144.9,
  "homo_ev": -8.42,
  "spin_multiplicity": 1,
  "smiles": "C=CCc1cc(CN(C)C)c(O[C@@H](O)CCO)c(OC)c1",
  "homo_lumo_gap_ev": 9.2
}